Molecular formula: C37H67Cl35N4O3
Method: DFT, ωB97M-V/def2-TZVPD

Each line ends with the Mulliken charge.
Cartesian coordinates (Å):
Cl 3.407 2.576 6.936  -0.09
Cl 10.466 8.847 6.754  -0.14
Cl 8.932 5.076 4.045  -0.14
Cl 12.030 5.233 6.475  -0.14
Cl -0.069 -5.255 -3.494  -0.17
Cl -0.343 1.226 3.692  -0.19
Cl 5.340 3.864 -2.890  -0.12
Cl -8.307 -2.220 2.204  -0.14
Cl -0.634 -6.476 -9.559  -0.17
Cl -0.474 7.764 4.477  -0.17
Cl -0.288 -3.492 -0.598  0.10
Cl -7.457 -10.206 -12.071  -0.16
Cl -5.433 -6.403 -5.898  -0.15
Cl 8.384 2.323 3.211  -0.15
Cl -8.276 -0.585 -2.957  -0.17
Cl 10.401 5.274 8.910  -0.15
Cl -9.237 -5.710 4.058  -0.18
Cl -8.518 -3.457 -3.371  -0.16
Cl -9.895 -8.178 -1.660  -0.15
Cl -11.709 -6.899 0.251  -0.17
Cl 1.374 -2.497 4.796  -0.14
Cl -6.577 -7.440 -11.668  -0.14
Cl 4.950 1.062 -3.638  -0.12
Cl 1.153 -2.550 -6.594  -0.15
Cl -5.655 -1.798 3.405  -0.13
Cl -2.946 -6.914 -11.306  -0.13
Cl -2.020 -6.873 -4.918  -0.14
Cl 0.663 -0.083 -2.815  -0.05
Cl 2.088 6.469 5.087  -0.09
Cl -5.557 -3.486 -5.483  -0.14
Cl 10.126 9.787 3.997  -0.18
Cl 1.731 2.519 -3.682  -0.12
Cl 4.114 1.272 9.462  -0.17
Cl -8.260 -5.654 1.302  -0.12
Cl -1.463 -2.904 -7.870  -0.19
O -2.924 -2.180 -0.823  -0.36
O 1.607 -4.356 2.503  -0.64
O 2.505 -2.867 1.018  -0.61
N -0.583 -2.534 0.750  0.06
N 0.322 -2.515 1.748  0.16
N -2.711 -1.500 0.354  0.27
N -1.325 -1.179 2.255  -0.45
C 0.508 -0.071 4.418  0.53
C 1.656 -3.359 1.759  0.58
C -0.085 -3.707 -7.100  0.29
C 0.557 4.861 1.941  0.70
C 5.563 2.640 -4.145  -0.37
C -4.031 0.479 -0.254  -1.24
C -1.967 -5.722 -10.446  -0.19
C -6.955 -2.956 3.071  -0.23
C -11.190 -7.000 -1.438  -0.14
C 0.442 4.235 -0.556  0.08
C 1.231 8.001 4.883  -0.31
C 9.102 3.869 2.760  -0.39
C -1.619 -6.106 -3.379  -0.21
C -7.530 -2.163 -2.685  0.15
C 2.036 5.292 1.872  -1.19
C 10.529 8.418 5.042  0.18
C 1.500 0.814 -4.095  -0.34
C 1.212 0.319 5.676  -1.55
C -0.191 4.999 0.618  -1.49
C -3.758 -0.594 0.775  -0.91
C -0.250 2.924 -0.947  -0.14
C -6.122 -9.146 -11.604  -0.23
C -0.147 -1.667 2.659  0.13
C 3.721 3.496 1.188  -0.23
C -0.600 2.019 0.236  0.23
C 4.957 2.723 1.626  -0.63
C 2.984 4.182 2.343  -0.50
C 5.255 1.538 0.696  0.00
C -6.436 -4.951 -5.937  -0.06
C -1.607 -1.711 1.092  0.52
C 0.524 -1.306 3.905  0.09
C -2.865 1.405 -0.569  -0.81
C 6.088 0.473 1.407  -1.27
C -9.379 -6.419 2.439  -0.04
C 4.120 1.149 7.700  -0.16
C -2.078 1.969 0.621  -0.05
C 10.611 4.574 7.302  -0.04
H 7.129 0.757 1.336  0.25
H 10.157 3.720 2.564  0.35
H 2.189 6.149 2.515  0.29
H -0.164 6.057 0.369  0.43
H -7.321 -3.327 4.020  0.32
H 3.023 2.794 0.733  -0.23
H 9.732 4.793 6.709  0.02
H 0.909 0.756 -5.000  0.32
H 5.850 0.424 2.465  0.30
H 0.489 2.379 -1.523  -0.78
H -1.237 4.751 0.754  0.48
H 3.947 4.245 0.435  0.38
H 3.546 0.277 7.413  0.11
H 0.057 5.533 2.634  0.02
H -7.434 -2.329 -1.619  0.14
H -0.441 -4.235 -6.224  -0.11
H 0.422 4.881 -1.426  0.53
H -6.560 -2.182 -3.164  0.04
H -6.809 -4.824 -6.946  0.30
H -10.396 -6.286 2.086  0.01
H 1.282 1.393 5.692  0.49
H -9.140 -7.474 2.501  0.35
H 5.933 -0.515 0.998  0.39
H -4.278 -0.021 -1.188  0.40
H -0.324 1.000 -0.037  0.00
H 1.290 8.555 5.811  0.33
H 2.203 -0.112 5.635  0.43
H -1.539 -6.872 -2.617  0.36
H -12.039 -7.296 -2.041  0.32
H -4.670 -1.174 0.881  0.32
H 5.026 2.951 -5.033  0.26
H 3.745 4.599 3.002  0.56
H -2.133 1.348 1.509  0.08
H -2.599 -5.200 -9.738  0.19
H 11.532 8.086 4.807  0.26
H 0.351 -4.401 -7.807  0.15
H -2.410 -1.732 -1.511  0.32
H 5.145 1.054 7.362  0.32
H 4.845 2.347 2.636  0.46
H -5.296 -9.309 -12.286  0.25
H -2.176 0.957 -1.279  0.31
H 6.622 2.546 -4.355  0.36
H -6.563 -3.770 2.478  0.19
H -10.830 -6.024 -1.741  0.14
H -3.287 2.259 -1.087  0.46
H 2.248 5.592 0.853  0.66
H -3.555 -0.212 1.761  0.46
H 8.601 4.240 1.874  0.29
H -4.930 1.013 0.026  0.43
H -7.258 -5.077 -5.245  0.06
H 0.629 -0.030 6.521  0.33
H -5.827 -9.387 -10.590  0.28
H 2.458 3.435 2.926  0.23
H 1.703 8.556 4.081  0.26
H 9.818 7.623 4.857  -0.10
H -1.554 -5.027 -11.166  0.31
H 0.018 2.308 1.075  -0.01
H 2.471 0.364 -4.248  0.20
H 5.803 3.401 1.569  0.05
H 0.471 3.869 2.369  -0.35
H -1.082 3.126 -1.614  0.42
H -2.454 2.961 0.842  0.47
H -2.395 -5.395 -3.120  0.15
H 4.325 1.126 0.321  0.36
H 5.806 1.903 -0.164  0.13
H 1.472 3.998 -0.327  -0.23
H 10.739 3.503 7.403  0.32

Computed properties:
Strongest force on any atom (eV/Å): 3.63
Charge: 0
Total energy (eV): -489839.95581
E_HOMO (eV): -8.80
Kohn-Sham gap (eV): 8.64